Below is a cluster of 6 separate species, C34H45BBrN3O11 in total, with properties calculated with wB97M-V/def2-TZVPD.

Values from the calculation:
* total energy: -133701.7850 eV
* Kohn-Sham gap: 8.30 eV
* net charge: 0

Geometry (Å):
H1 -0.46990 -4.61996 3.99110
H2 1.06210 0.72811 0.20243
O1 -3.23515 -5.12347 3.65237
C1 -1.03301 0.27746 4.78043
C2 4.69519 1.31988 -1.43580
O2 2.00919 1.60522 -3.83660
C3 1.37298 -2.13290 2.55681
C4 -0.86556 -3.01285 1.95832
C5 3.46662 -0.51992 2.20587
C6 2.56589 -0.03623 -1.09557
C7 2.14303 0.55196 0.26293
B1 4.74932 0.40927 1.99510
H3 -1.33930 5.30718 -9.52037
H4 4.05618 2.08856 -1.00004
C8 -0.27560 5.09508 -9.57573
O3 -4.39261 -0.41756 4.89396
H5 -0.76924 3.31086 -10.67576
O4 5.98381 -0.23949 1.88047
O5 -2.37383 0.30585 4.25358
H6 -2.55676 -2.98045 0.46102
C9 -1.90559 0.76488 0.10039
H7 -3.07878 -0.34710 7.28770
H8 -4.81991 -0.32861 -0.32623
O6 -0.79832 0.94683 -0.31695
H9 0.28152 6.01666 -9.75022
H10 0.03834 1.48582 -3.22502
N1 3.57177 -1.37824 3.20477
H11 -1.34282 1.17811 6.71254
N2 1.23785 -1.23193 1.55146
C10 -5.50997 -4.75634 4.15774
C11 -2.34639 0.81088 1.54811
H12 1.81444 3.97868 -5.95651
O7 3.81920 2.55317 -4.75790
C12 -1.20167 0.18144 6.29020
H13 2.20142 3.84897 -10.22780
C13 0.36223 -3.95431 3.83596
N3 4.68117 1.84391 1.94719
C14 -4.55581 -5.35400 3.12760
C15 -3.70414 0.12001 1.50253
H14 -4.62854 -4.85653 2.15782
H15 -1.63559 0.28770 2.18179
H16 -5.70808 -5.47980 4.95038
O8 -2.27828 -3.65882 5.05741
H17 -0.34829 -0.27587 6.78681
C16 1.26576 3.34539 -9.97695
H18 -4.39897 0.45194 2.27135
C17 2.54229 -3.14306 4.44718
H19 0.25275 4.40578 -11.60446
H20 2.14945 0.62818 -1.85506
O9 1.06358 3.44671 -8.55506
C18 -2.49730 -0.61805 6.41050
H21 -0.51749 -0.59114 4.36298
H22 -2.31663 -1.69474 6.39427
H23 2.60530 1.51159 0.48462
H24 -6.46597 -4.45579 3.73369
C19 -4.67509 -3.60406 4.70582
H25 2.12811 -1.03267 -1.19827
C20 0.30553 -3.05654 2.80276
C21 0.60926 1.50230 -4.15189
H26 -4.79255 -2.69050 4.12212
Br1 1.52402 -5.22639 6.12214
H27 4.31203 2.28479 2.77874
H28 0.09716 3.58008 -4.37672
H29 1.67862 2.35010 -6.66097
C22 -4.16974 0.43910 0.08785
H30 5.59572 2.21273 1.71331
C23 -1.77028 -3.07747 1.17057
H31 4.22838 -0.56297 -2.30772
C24 0.30583 2.71889 -5.01293
C25 4.08534 -0.09420 -1.32905
C26 -3.26354 -4.10085 4.53236
H32 6.40260 -0.29516 2.74411
O10 -2.96660 0.50900 -0.70127
H33 1.34714 2.29556 -10.24820
H34 3.42939 -3.17462 5.06805
C27 2.49833 -2.19952 3.38678
H35 4.82857 1.59699 -2.48263
H36 5.68699 1.37521 -0.97812
C28 0.21216 4.47590 -8.28044
H37 0.44371 0.56251 -4.68466
H38 -4.67933 1.40326 0.02486
C29 0.05658 4.02053 -10.60593
O11 -0.06107 4.83216 -7.17072
C30 2.63317 2.38451 -4.75586
H39 -4.69990 -6.42246 2.98591
H40 -4.88175 -3.40366 5.75312
H41 -3.56852 -0.95678 1.61558
C31 2.27646 -0.44002 1.39092
H42 4.60658 -0.72563 -0.60319
H43 -2.42628 1.85530 1.85452
C32 1.62675 2.93412 -5.74826
H44 -0.51059 1.17983 4.47031
H45 -0.54825 2.57580 -5.67071
C33 1.49967 -3.98956 4.68169
C34 -3.23373 -0.24027 5.14432


Below is a cluster of 3 separate species, C8H22IN2O2 in total, with properties calculated with wB97M-V/def2-TZVPD.

Values from the calculation:
* total energy: -23830.0937 eV
* relative energy (zero: lowest compared OMol25 entry of this formula, charge and spin): 0.4594 eV
* Kohn-Sham gap: 6.91 eV
* net charge: -1

Geometry (Å):
O1 -22.12323 -9.89814 0.67878
N1 -21.44818 -2.17017 4.48192
H1 -22.54379 -2.53884 0.18877
H2 -22.85177 -0.79522 0.17972
H3 -18.73406 -2.91465 4.87459
C1 -22.10866 -1.55737 0.40701
H4 -21.95839 -11.47749 1.89519
H5 -21.98970 -11.55326 -0.58615
C2 -22.69704 -10.68537 1.72143
H6 -21.13554 -3.34309 2.06812
H7 -23.12001 -10.24158 -1.08737
H8 -19.84179 -1.01721 3.61255
H9 -21.19383 -1.41173 -0.17992
H10 -18.38277 -2.98586 3.12952
H11 -24.85785 -10.89309 3.45770
C3 -23.88880 -10.65821 3.89713
H12 -19.58318 -4.04106 3.81657
H13 -21.35861 -10.01013 -1.15781
I1 -22.15428 -5.90845 4.95737
H14 -19.95476 -2.22803 1.42521
H15 -21.95614 -9.69868 3.38179
N2 -23.59930 -8.56757 2.69476
O2 -21.79187 -1.40686 1.77264
H16 -23.44401 -11.60224 4.24205
H17 -23.28367 -7.91041 3.41484
C4 -22.96358 -9.87999 2.98896
H18 -23.07185 -8.26665 1.86975
H19 -23.62965 -11.14439 1.36298
H20 -20.98375 -2.09035 5.40078
C5 -20.77780 -2.31211 2.15056
H21 -21.54250 -3.20068 4.53954
C6 -22.17084 -10.47298 -0.59623
H22 -24.10012 -10.10730 4.81535
C7 -19.17648 -3.02821 3.88661
C8 -20.28514 -2.01196 3.55625


Below is the molecule C5H9NO, with properties calculated with wB97M-V/def2-TZVPD.

Values from the calculation:
* total energy: -8864.5792 eV
* relative energy (zero: lowest compared OMol25 entry of this formula, charge and spin): 4.6334 eV
* Kohn-Sham gap: 9.02 eV
* net charge: 0

Geometry (Å):
N1 -0.50551 0.01560 0.88893
O1 1.58452 -1.01593 -0.56001
C1 -1.70961 0.41380 0.53354
C2 0.49795 0.97366 0.44775
H1 -3.14044 -0.34373 -0.70066
H2 3.14004 0.14689 0.27304
H3 -0.20245 -0.95089 1.04539
H4 3.23837 -0.10423 -1.55152
H5 1.22874 1.27004 1.21407
C3 1.20822 0.35280 -0.74895
H6 -2.26042 -1.66146 0.13199
H7 -3.49017 -0.64731 0.99295
C4 -2.68949 -0.65675 0.25046
C5 2.61346 -0.04667 -0.66148
H8 0.76981 0.52762 -1.73254
H9 -0.28303 1.72654 0.17703


Below is a structure of composition C26H36AuN6OSe, with properties calculated with wB97M-V/def2-TZVPD.

Values from the calculation:
* total energy: -107548.6505 eV
* relative energy (zero: lowest compared OMol25 entry of this formula, charge and spin): 1.5132 eV
* Kohn-Sham gap (spin up / spin down): 4.71 / 4.59 eV
* net charge: +3

Geometry (Å):
H1 -2.33757 -3.89740 2.97777
N1 3.45002 -1.47712 0.70798
C1 2.99272 -1.37721 -0.55066
H2 2.58649 -2.05000 -3.18412
C2 -0.37608 2.97431 3.89507
Se1 -1.53974 -0.68159 -0.84161
C3 -0.43764 4.20651 -5.02706
H3 -4.55781 -2.93833 2.81327
C4 2.23885 2.56322 -2.29347
C5 -1.40574 2.11544 3.16392
H4 0.37836 1.34232 0.26205
H5 0.57498 2.45254 4.03411
H6 -3.25404 -4.63748 1.67959
C6 0.44351 -0.92473 2.61762
C7 -1.38468 2.00495 -5.27936
H7 1.57344 5.54551 -3.73394
H8 2.89460 2.09104 -1.57017
H9 -1.02251 3.01230 1.24573
C8 -4.51252 -2.24403 0.80242
C9 -1.62239 -3.46529 0.99455
H10 -0.73020 3.24606 4.88735
H11 -2.12973 3.77339 -6.24742
H12 -3.36561 -1.70160 2.55898
N2 -0.06301 -0.22758 1.55549
N3 -0.33072 0.04773 -4.20807
C10 -0.04328 -2.24847 2.51375
H13 -0.96914 -4.33744 0.96215
H14 3.09377 4.52403 -2.05206
N4 3.83908 -1.61510 -1.54782
H15 -3.85320 -1.71022 0.10213
C11 3.54318 -1.56651 -2.97209
H16 1.44010 -3.58010 5.19974
H17 -0.43119 5.26379 -5.26074
C12 2.35100 3.93286 -2.56825
H18 -5.36338 -1.59018 0.98488
H19 -0.17931 3.89803 3.34828
H20 -2.11919 1.36531 -5.75662
H21 1.65767 0.46630 3.77249
C13 -3.80411 -2.59656 2.10178
H22 2.26511 -1.26801 5.40350
H23 2.81159 -1.38041 1.47798
C14 -1.38273 3.38022 -5.57208
C15 0.50290 2.31759 -3.80747
C16 -0.80272 -1.08316 0.80434
C17 1.28781 -0.54425 3.66448
H24 4.31558 -2.11579 -3.50181
C18 1.14030 -2.84898 4.46114
H25 4.78446 -1.85731 -1.29762
H26 -1.45744 1.11858 3.61535
H27 -2.39425 2.55774 3.29797
C19 1.62074 -1.52180 4.57216
H28 -4.86751 -3.13539 0.28224
H29 -0.06708 -4.24668 3.36740
C20 -0.44189 1.47877 -4.43516
H30 4.38469 -1.78643 0.91591
O1 1.76700 -1.06765 -0.70433
C21 0.52714 3.69723 -4.12694
C22 0.30112 -3.23301 3.44294
C23 -2.76317 -3.71286 1.98933
N5 1.34929 1.79404 -2.88779
H31 -2.01941 1.56649 1.16840
C24 1.50194 4.49264 -3.48921
C25 0.10526 1.20615 1.30861
N6 -0.81901 -2.30353 1.38822
H32 -2.00057 -3.29348 -0.01010
H33 0.93293 1.54485 1.92908
H34 -1.23043 -0.40673 -4.35371
C26 -1.15147 2.01000 1.66062
Au1 0.73413 -0.41919 -2.40442
H35 3.53566 -0.54077 -3.34695
H36 0.30505 -0.35756 -4.89972


Below is a structure of composition C46H50As2FKN2OS2, with properties calculated with wB97M-V/def2-TZVPD.

Values from the calculation:
* total energy: -215931.5322 eV
* Kohn-Sham gap: 7.01 eV
* net charge: 0

Geometry (Å):
C1 -1.29028 -0.98516 4.53288
C2 2.71151 4.84594 -2.57007
C3 3.38591 -0.44253 0.88598
H1 -4.47456 5.92765 -0.39862
C4 2.53557 -1.25365 4.08151
C5 3.36258 -1.06729 -1.80635
H2 3.98878 -4.22314 3.36647
H3 -2.19235 -1.73056 -2.98420
H4 2.80456 -0.13821 5.89237
H5 1.37842 -7.61666 2.36503
C6 -5.21092 6.19169 -2.39753
H6 -0.56659 -2.28651 -2.53572
C7 -1.60691 2.32370 2.69484
H7 -4.16381 -1.57198 2.84795
S1 0.34428 0.68021 -0.44482
C8 -1.89138 0.92710 3.18107
C9 1.65757 2.55959 -2.42943
H8 -4.65634 -2.94837 -1.97033
H9 1.98777 2.51434 -3.47122
C10 -4.98010 4.28875 -3.84840
H10 -0.50891 -5.13126 -0.84270
C11 2.94608 -7.16218 0.97176
H11 2.29012 5.37590 1.21968
C12 3.61528 -6.16057 0.28339
C13 4.23927 -3.12025 5.18891
C14 -1.59562 -2.60197 -2.70791
H12 -4.62086 -4.42429 -1.00148
C15 2.62362 -1.52004 0.44272
H13 -2.26803 2.58693 1.86938
C16 -0.44273 1.56580 -1.59555
C17 2.86960 -2.39278 3.34212
C18 -1.68103 2.59277 -3.89270
As1 -2.30544 -3.36151 -1.04800
H14 -3.76260 3.59607 -0.77199
C19 -4.21434 4.16163 -1.57923
C20 3.72120 -3.32705 3.91521
H15 3.62235 6.78818 -2.59423
H16 3.35252 -1.31708 -2.86050
C21 2.12043 3.85084 -1.80057
As2 1.75997 -2.68739 1.74967
N1 0.20649 2.41954 -2.41793
H17 -4.01540 -4.45256 -2.66473
C22 3.91798 -1.97721 5.90115
H18 -2.10977 -5.80461 -0.47893
H19 -4.42723 1.46524 -2.32305
H20 0.72858 -5.23193 2.66585
H21 1.99647 -2.63428 -1.27213
H22 -1.62582 -3.32941 -3.52090
H23 1.80908 -0.56301 3.66878
H24 3.33477 7.14174 -0.16209
K1 -0.97082 -1.60466 0.94441
C23 3.06635 -1.03251 5.33956
H25 -3.71165 0.71960 2.07282
H26 -5.12794 3.82872 -4.81947
C24 2.21321 -4.50586 1.31707
H27 -2.59262 -2.68610 4.40640
C25 -1.03679 0.30121 4.08511
N2 -2.50310 2.01074 -2.84411
H28 2.07086 1.70945 -1.89453
C26 1.90492 -6.83653 1.83010
C27 -4.08128 -3.85033 -1.75618
S2 -2.82618 0.69557 -0.57622
C28 3.25579 -4.83185 0.45944
H29 -0.15790 0.82976 4.43981
H30 2.83637 4.69401 -3.63695
C29 2.40290 5.23480 0.15210
C30 -3.27651 -1.05458 3.19293
C31 -2.40622 -1.67182 4.07766
C32 -5.38816 5.59940 -3.63749
C33 -4.39817 3.55662 -2.82112
C34 1.54090 -5.51047 2.00338
O1 0.31606 -2.38278 2.45207
H31 4.72237 0.58209 -2.04904
C35 3.15140 6.02634 -1.98639
C36 -1.94049 1.46127 -1.74701
H32 -1.63184 -5.54899 -2.16923
H33 -0.60448 -1.45916 5.22272
C37 2.99649 6.22265 -0.62295
H34 -5.84449 6.15789 -4.44486
C38 -4.61764 5.46993 -1.36918
H35 3.24461 -8.19517 0.84621
H36 0.13465 3.72728 -4.02850
H37 3.79291 -4.05316 -0.06534
C39 -0.53461 3.33875 -3.26222
C40 4.12298 0.00418 -1.35531
H38 4.31418 -1.82545 6.89726
H39 -0.91727 4.18705 -2.68439
H40 4.89005 -3.86331 5.63332
H41 -1.30193 1.80373 -4.55121
C41 -3.94651 2.13009 -3.03413
F1 0.30545 -2.93919 -0.11185
H42 -2.29632 3.27363 -4.47862
C42 -3.02191 0.23867 2.75512
C43 1.96818 4.05515 -0.43093
H43 -1.75507 3.04669 3.50065
H44 -5.54096 7.20818 -2.22746
C44 2.61468 -1.82199 -0.91599
H45 4.42150 -6.41338 -0.39370
C45 -1.55064 -5.15529 -1.15430
H46 4.70011 1.16492 0.35607
H47 -0.57539 2.41316 2.34908
C46 4.11987 0.32573 -0.00736
H48 1.51415 3.28203 0.17796
H49 3.42406 -0.20122 1.93766
H50 -4.18780 1.80433 -4.04825


Below is the molecule C4H8N2OS, with properties calculated with wB97M-V/def2-TZVPD.

Values from the calculation:
* total energy: -20138.5939 eV
* relative energy (zero: lowest compared OMol25 entry of this formula, charge and spin): 2.2405 eV
* Kohn-Sham gap: 9.76 eV
* net charge: 0

Geometry (Å):
N1 0.57760 0.39725 0.72917
C1 1.05724 -0.89939 0.30244
H1 1.18127 -0.43270 -1.79836
H2 -1.69817 -1.14018 0.88757
S1 -1.08821 -1.09177 -1.47022
H3 -0.84282 1.63525 -0.13957
C2 0.70884 -1.16894 -1.15793
H4 1.04663 -2.15826 -1.42793
H5 2.17413 -0.87545 0.43411
O1 1.04609 2.37398 1.40757
C3 -0.80486 0.81907 0.56092
C4 -1.64672 -0.37461 0.09707
H6 -1.15773 1.19514 1.52685
N2 1.49059 1.27455 1.14893
H7 -2.67130 -0.01107 -0.09112
H8 0.64633 -1.69572 0.90982